2 unconnected molecules or ions with the total composition C2H4BFO, computed with ωB97M-V/def2-TZVPD.

As for the SMILES: O=C=CF.B. Its total energy is -7576.189 eV. For the energy above the lowest of the compared OMol25 structures with the same formula, charge and spin, the calculation gives 3.544 eV.

Last column: Mulliken charge in e.
Element x y z (Å)
B 1.63 0.36 -1.14  0.100
C -2.02 0.13 1.03  0.586
C -0.80 -0.34 0.78  -0.046
O -3.06 0.48 1.41  -0.296
F -0.55 -1.55 1.39  -0.241
H 1.61 1.38 -1.75  -0.036
H 2.30 0.33 -0.20  -0.025
H 1.13 -0.64 -1.38  0.001
H -0.23 -0.16 -0.15  -0.041

***

A molecular structure, C51H50Cl2FN5O3OsSb2, computed with ωB97M-V/def2-TZVPD.

The total charge is +2. As for the multiplicity: 5. Its total energy is -110578.127 eV. Its expectation value of S² is 6.07. For the energy above the lowest of the compared OMol25 structures with the same formula, charge and spin, the calculation gives 3.229 eV.

Last column: Mulliken charge in e.
Element x y z (Å)
Os -1.36 -0.34 0.12  0.515
C 4.88 -1.20 4.86  -1.004
C 4.31 0.13 4.37  -1.073
N 3.45 -0.05 3.22  0.287
C 2.12 -0.14 3.42  -0.176
C 1.18 -0.23 2.45  -0.190
C -0.25 -0.20 2.97  0.027
O -0.42 -0.41 4.16  -0.754
O -1.21 0.07 2.18  0.130
C 1.60 -0.25 1.06  0.425
O 0.85 -0.44 0.07  -1.130
C 3.05 -0.38 0.87  1.565
C 3.56 -0.60 -0.41  -0.577
C 4.92 -0.60 -0.63  0.475
F 5.37 -0.85 -1.88  -0.381
C 5.83 -0.34 0.40  -1.533
C 5.32 -0.16 1.68  -0.391
C 3.95 -0.20 1.95  -0.622
N 7.23 -0.23 0.23  0.321
C 8.03 -1.28 0.85  -0.469
C 9.52 -0.95 0.67  -0.711
N 9.63 0.51 0.46  -0.102
C 9.07 0.90 -0.87  -0.966
C 7.75 0.12 -1.08  -0.579
H 5.54 -1.03 5.71  0.398
H 5.45 -1.69 4.07  0.289
H 4.08 -1.86 5.16  0.333
H 5.10 0.84 4.12  0.454
H 3.71 0.58 5.16  0.494
H 1.78 -0.14 4.45  0.661
H 2.88 -0.77 -1.23  0.624
H 6.01 0.05 2.48  0.489
H 7.81 -2.27 0.42  0.314
H 7.77 -1.32 1.91  0.306
H 9.94 -1.46 -0.20  0.334
H 10.09 -1.25 1.55  0.443
H 10.60 0.84 0.55  0.336
H 9.05 0.96 1.18  0.376
H 9.79 0.66 -1.65  0.397
H 8.89 1.97 -0.86  0.428
H 7.93 -0.77 -1.70  0.399
H 7.04 0.75 -1.61  0.461
C -4.19 -2.80 -0.16  -1.199
C -4.06 -2.95 -1.67  -0.161
C -2.68 -2.91 -2.25  -1.382
Sb -1.41 -0.77 -2.52  0.265
C -2.25 -0.63 -4.53  0.595
C -3.58 -0.85 -4.82  -0.141
C -4.04 -0.68 -6.12  -0.785
C -3.16 -0.30 -7.13  -0.683
C -1.82 -0.12 -6.84  -0.425
C -1.36 -0.28 -5.54  -0.860
C -0.85 1.41 -2.65  0.140
C -0.29 1.86 -1.34  0.410
C 0.10 3.35 -1.23  0.075
C -0.20 4.16 -2.45  -0.875
C -0.75 3.65 -3.55  -0.990
C -1.11 2.25 -3.65  0.006
Sb -3.84 -0.75 0.54  -0.564
C -4.44 -0.83 2.61  1.616
C -3.86 0.03 3.52  -0.372
C -4.26 0.03 4.85  -1.048
C -5.23 -0.86 5.27  -0.595
C -5.79 -1.75 4.37  -0.796
C -5.40 -1.74 3.04  -0.575
C -5.47 -0.05 -0.66  0.782
C -6.78 -0.26 -0.27  -0.717
C -7.81 0.02 -1.15  -0.675
C -7.54 0.49 -2.42  -0.672
C -6.23 0.71 -2.81  -0.654
C -5.19 0.44 -1.93  -0.506
H -3.51 -3.48 0.36  0.568
H -5.21 -3.04 0.13  0.637
H -4.71 -2.21 -2.16  0.003
H -4.48 -3.94 -1.93  0.550
H -2.67 -3.17 -3.30  0.686
H -1.96 -3.51 -1.69  0.460
H -4.27 -1.15 -4.05  0.455
H -5.08 -0.84 -6.34  0.457
H -3.53 -0.15 -8.13  0.416
H -1.13 0.14 -7.62  0.449
H -0.31 -0.14 -5.32  0.428
H 0.60 1.25 -1.10  -0.366
H 1.17 3.45 -1.01  0.543
H 0.08 5.20 -2.41  0.464
H -0.93 4.26 -4.42  0.436
H -1.56 1.91 -4.57  0.432
H -3.06 0.70 3.23  0.161
H -3.80 0.72 5.54  0.459
H -5.56 -0.84 6.30  0.399
H -6.52 -2.47 4.71  0.431
H -5.84 -2.45 2.35  0.333
H -7.00 -0.63 0.72  0.442
H -8.84 -0.13 -0.84  0.451
H -8.34 0.70 -3.11  0.407
H -6.00 1.07 -3.80  0.521
H -4.16 0.62 -2.23  0.612
Cl -4.06 2.09 1.23  -0.219
C -2.65 3.06 1.19  0.634
C -2.61 4.23 1.92  -0.434
C -1.59 5.15 1.72  -0.891
C -0.67 4.96 0.69  -0.839
C -0.70 3.80 -0.04  0.163
Cl 1.98 2.10 1.02  -0.449
C -1.60 2.75 0.31  -0.510
N -1.32 1.59 -0.33  1.465
H -3.40 4.44 2.62  0.526
H -1.55 6.05 2.33  0.436
H 0.06 5.72 0.46  0.521
C -0.49 -4.53 1.59  -1.586
C -0.81 -3.24 1.08  0.590
N -1.13 -2.23 0.62  0.803
H -0.39 -4.49 2.67  0.369
H 0.45 -4.89 1.15  0.365
H -1.28 -5.23 1.33  0.387

***

7 unconnected molecules or ions with the total composition C40H97N7O8, computed with ωB97M-V/def2-TZVPD.

As for the SMILES: CC1(C)CCCC(C)(C)N1O.CC1(C)CCCC(C)(C)N1O.COC[C@H](C)N.COC[C@H](C)N.COC[C@H](C)N.COC[C@H](C)N.COCCNCCOC. Its total energy is -69856.662 eV.

Last column: Mulliken charge in e.
Element x y z (Å)
C -24.25 7.58 -10.43  -1.006
C -23.32 7.05 -11.53  2.079
C -24.06 5.88 -12.22  -1.102
C -25.13 6.32 -13.22  1.386
C -24.53 7.29 -14.25  -1.431
C -23.83 8.53 -13.63  2.331
N -22.94 8.01 -12.55  -0.081
O -22.44 9.19 -11.87  0.500
C -22.98 9.16 -14.71  -1.621
C -24.91 9.52 -13.19  -1.928
C -22.05 6.52 -10.87  -1.745
H -24.38 6.88 -9.61  -0.174
H -25.24 7.94 -10.69  -0.066
H -23.78 8.45 -9.95  0.379
H -23.29 5.25 -12.68  0.482
H -24.60 5.29 -11.48  -0.699
H -25.89 6.87 -12.65  -0.860
H -25.56 5.46 -13.72  0.080
H -25.27 7.62 -14.98  0.421
H -23.78 6.68 -14.76  0.198
H -21.94 8.82 -14.74  0.395
H -23.45 9.03 -15.68  -0.018
H -22.87 10.24 -14.56  0.346
H -25.52 9.81 -14.04  0.518
H -25.63 9.05 -12.52  0.093
H -24.42 10.29 -12.59  0.469
H -21.32 6.02 -11.52  0.427
H -22.27 5.80 -10.08  0.275
H -21.45 7.35 -10.51  0.385
H -21.57 9.27 -12.29  -0.095
C -26.90 5.10 -8.45  -1.675
C -25.99 4.13 -7.71  2.114
C -24.70 4.84 -7.32  -0.658
C -23.85 4.17 -6.24  -0.789
C -24.79 4.01 -5.02  -1.458
C -26.02 3.11 -5.29  1.440
N -26.65 3.59 -6.53  0.414
O -27.81 2.86 -6.90  -0.485
C -25.68 1.63 -5.42  -1.745
C -27.01 3.28 -4.10  -1.550
C -25.61 3.02 -8.72  -1.665
H -27.67 4.57 -9.02  0.379
H -26.40 5.71 -9.21  0.007
H -27.53 5.82 -7.91  0.455
H -24.09 5.09 -8.19  -0.499
H -25.03 5.81 -6.94  0.593
H -23.05 4.83 -5.93  0.411
H -23.52 3.17 -6.52  0.354
H -25.17 5.01 -4.79  0.480
H -24.18 3.53 -4.25  0.445
H -24.94 1.39 -6.18  0.350
H -25.19 1.30 -4.49  0.473
H -26.57 1.02 -5.44  0.350
H -26.79 2.47 -3.41  0.379
H -26.87 4.22 -3.56  0.368
H -28.06 3.33 -4.38  0.262
H -24.95 2.32 -8.21  0.519
H -25.13 3.36 -9.64  0.110
H -26.47 2.40 -9.01  0.277
H -28.49 3.30 -6.37  0.356
C -26.72 7.63 -18.66  -0.546
O -25.48 7.79 -19.36  -0.436
C -24.39 8.21 -18.58  -0.572
C -23.68 7.08 -17.88  0.018
N -23.33 6.00 -18.81  -0.340
C -22.86 4.85 -18.04  -0.824
C -23.93 3.81 -17.73  -0.613
O -24.77 4.23 -16.65  -0.113
C -25.53 3.17 -16.11  -1.001
H -26.63 6.96 -17.81  0.096
H -27.44 7.34 -19.42  0.336
H -26.96 8.63 -18.30  0.314
H -24.68 9.03 -17.90  0.343
H -23.72 8.75 -19.26  0.338
H -24.38 6.65 -17.15  -0.203
H -22.76 7.38 -17.38  0.384
H -24.07 5.92 -19.49  0.359
H -22.27 5.10 -17.16  0.308
H -22.13 4.32 -18.66  0.394
H -23.51 2.83 -17.50  0.484
H -24.59 3.65 -18.59  0.351
H -26.46 3.46 -15.62  0.184
H -24.89 2.71 -15.35  0.320
H -25.75 2.37 -16.83  0.471
C -15.91 7.15 -11.28  -1.565
C -16.90 8.27 -11.15  0.819
C -18.26 7.94 -11.77  -0.938
O -19.18 9.00 -11.66  0.009
C -18.93 10.11 -12.49  -0.882
N -17.17 8.45 -9.71  -0.714
H -14.99 7.47 -10.78  0.369
H -15.68 6.93 -12.33  0.358
H -16.23 6.25 -10.75  0.362
H -16.47 9.18 -11.59  0.147
H -18.69 7.04 -11.33  0.256
H -18.15 7.58 -12.80  0.394
H -19.68 10.88 -12.33  0.219
H -18.92 9.89 -13.57  0.358
H -17.94 10.53 -12.29  0.334
H -17.93 9.09 -9.55  0.218
H -16.37 8.84 -9.21  0.252
C -27.40 3.85 -11.81  -0.289
C -28.53 2.82 -11.75  0.713
C -29.89 3.44 -12.04  -0.565
O -30.90 2.48 -11.91  -0.411
C -32.21 3.00 -11.69  -0.720
N -28.25 1.78 -12.74  -0.779
H -26.57 3.31 -11.37  0.304
H -27.74 4.68 -11.18  -0.418
H -27.14 4.38 -12.72  0.306
H -28.64 2.38 -10.76  0.101
H -29.88 3.89 -13.05  0.274
H -30.09 4.26 -11.32  0.181
H -32.77 2.15 -11.32  0.268
H -32.65 3.27 -12.66  0.291
H -32.19 3.88 -11.05  0.277
H -28.81 0.93 -12.61  0.241
H -27.31 1.40 -12.64  0.257
C -22.66 11.59 -7.79  -1.565
C -23.24 11.68 -9.20  1.808
C -24.36 12.71 -9.37  -0.727
O -24.54 12.84 -10.78  -0.260
C -25.69 13.65 -11.09  -0.822
N -22.06 11.97 -10.10  -0.844
H -23.40 11.19 -7.09  0.327
H -22.36 12.61 -7.54  0.391
H -21.75 11.00 -7.69  0.372
H -23.54 10.69 -9.56  -0.904
H -24.09 13.67 -8.93  0.415
H -25.26 12.24 -8.97  0.366
H -26.58 13.02 -11.13  0.244
H -25.43 14.07 -12.05  0.244
H -25.81 14.46 -10.37  0.369
H -21.82 11.15 -10.63  0.244
H -22.44 12.61 -10.80  0.345
C -29.80 8.25 -10.23  -1.603
C -28.99 8.46 -11.53  1.251
C -29.31 7.47 -12.65  -0.152
O -28.35 7.72 -13.66  -0.040
C -28.71 7.21 -14.91  -0.783
N -29.20 9.85 -11.99  -0.744
H -30.79 8.66 -10.47  0.456
H -29.45 8.90 -9.43  0.391
H -29.97 7.20 -10.00  0.302
H -27.93 8.40 -11.28  -0.511
H -30.34 7.56 -13.01  0.540
H -29.19 6.43 -12.33  -0.413
H -28.77 6.12 -14.92  0.281
H -27.92 7.45 -15.63  0.017
H -29.57 7.67 -15.42  0.385
H -29.01 9.87 -13.00  0.268
H -30.23 9.91 -12.04  0.326

***

C19H29FN2O5S in the gas phase, computed with ωB97M-V/def2-TZVPD.

As for the SMILES: O=C(NC[C@H]1C[C@@H]2CC[C@H]1N2C(=O)[C@H]1CCS(=O)(=O)C1)[C@@H](F)C1CCOCC1. Its total energy is -46945.022 eV. For the energy above the lowest of the compared OMol25 structures with the same formula, charge and spin, the calculation gives 0.039 eV.

Last column: Mulliken charge in e.
Element x y z (Å)
O -1.66 0.90 -2.54  -0.680
C -2.19 0.06 -1.84  0.344
N -1.50 -0.82 -1.08  0.084
C -0.05 -0.78 -1.01  -1.794
C 0.46 0.44 -0.26  0.700
C -0.01 0.47 1.22  -1.320
C 1.31 0.44 2.00  -0.358
C 2.01 1.80 1.85  -0.873
C 2.48 1.78 0.37  -0.943
C 1.99 0.40 -0.11  -0.692
N 2.12 -0.42 1.11  0.236
C 3.28 -0.99 1.56  -0.050
O 3.51 -1.14 2.74  -0.668
C 4.21 -1.54 0.47  0.455
C 5.51 -2.11 1.08  -1.041
C 5.35 -3.62 1.19  -0.797
S 4.58 -4.05 -0.35  1.161
O 5.55 -3.84 -1.41  -0.661
O 3.85 -5.28 -0.28  -0.683
C 3.48 -2.64 -0.33  -0.831
C -3.70 -0.01 -1.74  -0.020
F -4.06 -1.25 -1.18  -0.454
C -4.26 1.11 -0.87  0.279
C -4.10 2.48 -1.54  -0.567
C -4.75 3.55 -0.68  -0.665
O -6.12 3.28 -0.44  -0.393
C -6.28 2.05 0.24  -0.625
C -5.74 0.88 -0.56  -0.716
H -2.02 -1.51 -0.57  0.314
H 0.29 -1.69 -0.52  0.541
H 0.34 -0.77 -2.03  0.279
H 0.15 1.33 -0.81  0.678
H -0.60 1.35 1.47  0.354
H -0.61 -0.41 1.45  0.404
H 1.26 0.05 3.01  0.581
H 1.34 2.63 2.07  0.456
H 2.86 1.86 2.53  0.364
H 2.06 2.59 -0.23  0.471
H 3.57 1.84 0.30  0.289
H 2.50 0.00 -0.97  0.632
H 4.46 -0.72 -0.20  0.506
H 6.35 -1.88 0.43  0.377
H 5.68 -1.67 2.06  0.426
H 6.29 -4.17 1.28  0.491
H 4.67 -3.92 1.99  0.330
H 2.56 -2.97 0.16  0.355
H 3.26 -2.37 -1.36  0.418
H -4.11 0.02 -2.75  0.460
H -3.70 1.12 0.07  0.083
H -3.05 2.71 -1.72  0.343
H -4.59 2.46 -2.52  0.306
H -4.21 3.64 0.28  0.356
H -4.71 4.52 -1.18  0.353
H -5.78 2.10 1.22  0.362
H -7.35 1.94 0.41  0.363
H -6.30 0.79 -1.49  0.311
H -5.88 -0.04 0.00  0.371

***

Number 2 is which compound?
C51H50Cl2FN5O3OsSb2

***

What is the total energy in the second record?
-110578.127 eV

***

Copy entry 1 word for word.
2 unconnected molecules or ions with the total composition C2H4BFO, computed with ωB97M-V/def2-TZVPD.

As for the SMILES: O=C=CF.B. Its total energy is -7576.189 eV. For the energy above the lowest of the compared OMol25 structures with the same formula, charge and spin, the calculation gives 3.544 eV.

Last column: Mulliken charge in e.
Element x y z (Å)
B 1.63 0.36 -1.14  0.100
C -2.02 0.13 1.03  0.586
C -0.80 -0.34 0.78  -0.046
O -3.06 0.48 1.41  -0.296
F -0.55 -1.55 1.39  -0.241
H 1.61 1.38 -1.75  -0.036
H 2.30 0.33 -0.20  -0.025
H 1.13 -0.64 -1.38  0.001
H -0.23 -0.16 -0.15  -0.041